ORCA calculation (the ωB97M-V functional and the def2-TZVPD basis) on a molecular structure, C28H21F12IrN2O4S5.

The geometry in ORCA input format:
```
! wB97M-V def2-TZVPD RIJCOSX def2/J DEFGRID3
* xyz -1 6
Ir -0.20 0.48 0.95
C -0.49 4.36 -4.46
C -0.05 3.26 -3.53
C 1.22 3.25 -2.96
C 1.59 2.23 -2.10
C 0.70 1.21 -1.78
N 1.10 0.25 -0.82
C 2.14 -0.57 -1.11
C 2.67 -0.59 -2.43
C 3.76 -1.36 -2.77
C 4.38 -2.15 -1.82
C 5.58 -3.00 -2.14
C 3.83 -2.18 -0.54
C 2.72 -1.45 -0.15
C 2.19 -1.61 1.29
O 0.92 -1.24 1.52
C 3.15 -0.82 2.23
F 4.46 -1.15 2.10
F 2.84 -1.00 3.52
F 3.07 0.49 1.96
C 2.22 -3.13 1.70
F 1.49 -3.36 2.79
F 3.45 -3.63 1.97
F 1.71 -3.89 0.71
C -0.60 1.21 -2.32
C -0.93 2.23 -3.20
C -1.59 0.09 -1.92
O -1.47 -0.34 -0.64
C -1.37 -1.11 -2.88
F -2.26 -2.10 -2.67
F -1.47 -0.77 -4.18
F -0.15 -1.64 -2.71
C -3.06 0.58 -2.07
F -3.93 -0.30 -1.54
F -3.48 0.77 -3.35
F -3.24 1.74 -1.42
H 0.35 5.01 -4.72
H -1.26 4.98 -3.99
H -0.90 3.96 -5.38
H 1.92 4.04 -3.18
H 2.56 2.23 -1.63
H 2.18 0.00 -3.19
H 4.13 -1.34 -3.79
H 5.96 -2.78 -3.14
H 5.33 -4.06 -2.10
H 6.38 -2.83 -1.43
H 4.30 -2.83 0.19
H -1.91 2.25 -3.64
S 0.16 6.24 5.68
C 0.14 4.95 4.65
S 0.30 5.09 2.94
C 0.23 3.40 2.52
C 0.11 2.52 3.61
S 0.09 0.86 3.53
S 0.02 3.32 5.17
S 0.31 2.94 0.91
O -4.65 1.05 1.87
C -3.42 0.57 1.71
O -2.46 1.31 1.61
C -3.33 -0.94 1.66
N -4.67 -1.52 1.90
C -4.60 -2.22 3.20
C -3.16 -2.69 3.32
C -2.37 -1.53 2.73
H -2.98 -1.16 0.66
H -4.87 -2.19 1.17
H -5.22 0.24 1.87
H -5.35 -3.01 3.24
H -4.83 -1.50 3.99
H -3.01 -3.60 2.73
H -2.87 -2.92 4.35
H -1.42 -1.84 2.29
H -2.14 -0.78 3.50
*
```

Its expectation value of S² is 8.8176. The frontier orbital gap (alpha / beta) is 6.44 / 5.48 eV. For the LUMO energy (alpha / beta), the calculation gives 2.34 / 0.51 eV.


ORCA calculation (the ωB97M-V functional and the def2-TZVPD basis) on a molecular structure, C28H21F5IrN2O7S in a non-equilibrium geometry.

The geometry in ORCA input format:
```
! wB97M-V def2-TZVPD RIJCOSX def2/J DEFGRID3
* xyz -1 1
Ir -1.03 1.28 -0.11
N -3.10 0.53 -0.37
C -3.98 0.10 0.67
C -5.34 0.39 0.62
C -6.21 -0.11 1.57
C -5.71 -0.91 2.59
C -4.35 -1.17 2.65
C -3.46 -0.68 1.69
C -2.01 -0.91 1.82
C -1.58 -2.09 2.44
C -0.26 -2.28 2.82
C 0.67 -1.28 2.57
C 0.27 -0.15 1.87
C -1.05 0.03 1.43
H -3.58 1.15 -1.02
H -2.83 -0.33 -0.88
H -5.71 1.00 -0.19
H -7.26 0.11 1.51
H -6.37 -1.32 3.35
H -3.96 -1.76 3.47
H -2.30 -2.88 2.63
H 0.04 -3.20 3.31
H 1.69 -1.38 2.90
H 1.01 0.61 1.63
C 7.09 2.50 1.26
C 5.69 2.55 0.68
C 5.22 1.55 -0.15
C 3.92 1.59 -0.65
C 3.10 2.65 -0.33
C 3.56 3.67 0.51
C 4.84 3.61 1.01
S 1.42 2.71 -0.88
O 1.32 3.79 -1.82
O 1.13 1.38 -1.44
O 0.61 2.85 0.37
H 7.60 1.58 0.97
H 7.06 2.55 2.34
H 7.68 3.34 0.90
H 5.87 0.72 -0.40
H 3.54 0.80 -1.29
H 2.89 4.48 0.77
H 5.20 4.39 1.67
O -2.49 -1.97 -1.61
C -1.35 -1.57 -1.88
O -0.91 -0.40 -1.70
C -0.36 -2.55 -2.50
C 0.91 -2.11 -2.85
C 1.80 -2.98 -3.47
C 1.40 -4.28 -3.72
C 0.15 -4.74 -3.34
C -0.73 -3.86 -2.73
N 2.33 -5.19 -4.41
O 3.41 -4.76 -4.75
O 1.95 -6.33 -4.62
H 1.17 -1.08 -2.64
H 2.79 -2.66 -3.77
H -0.11 -5.77 -3.54
H -1.72 -4.18 -2.44
F -1.68 3.93 -0.19
C -1.89 2.92 0.74
F -1.23 3.31 1.88
C -3.34 3.14 1.16
F -3.70 2.31 2.14
F -3.52 4.38 1.62
F -4.20 2.99 0.13
*
```

The frontier orbital gap is 7.25 eV. The relative energy (zero: lowest compared OMol25 entry of this formula, charge and spin) is 1.813 eV. For the LUMO energy, the calculation gives 1.68 eV.


ORCA calculation (the ωB97M-V functional and the def2-TZVPD basis) on a molecular structure, C28H21IO3PbS3.

The geometry in ORCA input format:
```
! wB97M-V def2-TZVPD RIJCOSX def2/J DEFGRID3
* xyz 0 1
Pb 2.85 0.98 -1.44
I 4.92 -0.27 -0.12
O 3.30 3.07 -0.44
C 3.95 3.46 -1.44
O 4.12 2.76 -2.46
H 4.37 4.48 -1.42
C 1.65 1.28 4.26
C 0.69 2.26 4.50
C 0.05 2.87 3.43
C 0.34 2.52 2.12
C 1.30 1.53 1.90
C 1.95 0.92 2.95
C -0.39 3.22 1.04
C -0.74 2.78 -0.14
C -1.26 2.49 -1.32
C -2.61 1.80 -1.42
C -3.31 2.13 -2.72
C -2.66 2.60 -3.79
C -1.23 2.91 -3.72
C -0.58 2.86 -2.56
H 2.17 0.82 5.09
H 0.45 2.54 5.51
H -0.70 3.63 3.62
H 1.54 1.20 0.89
H 2.72 0.18 2.75
H -0.68 4.24 1.27
H -3.25 2.14 -0.60
H -4.37 1.91 -2.78
H -3.19 2.78 -4.71
H -0.72 3.23 -4.62
H 0.44 3.20 -2.50
O 0.76 -1.24 0.03
C 0.04 -2.49 0.14
C 0.56 -3.62 -0.67
C -0.09 -4.32 -1.64
C 0.67 -5.42 -2.13
C 1.88 -5.53 -1.51
S 2.10 -4.31 -0.33
C -0.41 -2.82 1.51
C 0.07 -2.35 2.69
C -0.62 -2.88 3.82
C -1.61 -3.74 3.46
S -1.71 -3.92 1.76
C -0.55 -1.30 -0.53
C -0.70 -1.15 -1.99
C -1.71 -0.39 -2.38
C -2.54 0.25 -1.31
S -1.86 -0.37 0.27
H -1.08 -4.06 -1.98
H 0.33 -6.09 -2.90
H 2.65 -6.25 -1.69
H 0.89 -1.65 2.75
H -0.39 -2.63 4.84
H -2.29 -4.28 4.09
H -0.01 -1.65 -2.66
H -1.95 -0.20 -3.42
H -3.57 -0.11 -1.35
*
```

The frontier orbital gap is 8.00 eV. The relative energy (zero: lowest compared OMol25 entry of this formula, charge and spin) is 0.929 eV. For the LUMO energy, the calculation gives -0.29 eV.


ORCA calculation (the ωB97M-V functional and the def2-TZVPD basis) on a molecular structure, C28H21IReS5Sb2 in a non-equilibrium geometry.

The geometry in ORCA input format:
```
! wB97M-V def2-TZVPD RIJCOSX def2/J DEFGRID3
* xyz 3 1
Re -0.25 -0.68 -2.46
I 2.47 -0.51 -3.65
C 2.10 1.54 -3.78
C 3.15 2.37 -4.09
C 2.93 3.74 -4.26
C 1.65 4.22 -4.16
C 0.57 3.36 -3.89
C -0.74 3.87 -3.95
C -1.84 3.05 -3.80
C -1.65 1.72 -3.49
C -0.37 1.13 -3.33
C 0.78 1.97 -3.64
H 4.15 1.97 -4.22
H 3.76 4.39 -4.49
H 1.45 5.28 -4.31
H -0.88 4.93 -4.15
H -2.85 3.45 -3.90
H -2.53 1.11 -3.35
S -3.03 -4.48 -5.74
Sb -2.47 -3.46 -3.91
S -2.17 -0.84 -1.70
S -0.29 -2.44 -3.88
S -3.33 -2.77 -1.89
S 1.04 -0.76 -0.60
Sb 0.12 -1.03 1.68
C -1.94 -1.36 1.64
C -2.73 -0.21 1.54
C -4.11 -0.33 1.62
C -4.69 -1.58 1.80
C -3.89 -2.72 1.92
C -2.51 -2.62 1.83
C 1.41 -2.51 2.36
C 0.98 -3.76 2.79
C 1.93 -4.69 3.18
C 3.28 -4.38 3.11
C 3.70 -3.12 2.69
C 2.76 -2.17 2.31
C 0.55 0.85 2.47
C 0.84 1.94 1.67
C 1.13 3.15 2.27
C 1.11 3.26 3.66
C 0.81 2.16 4.45
C 0.53 0.94 3.86
H -2.28 0.77 1.46
H -4.73 0.55 1.56
H -5.76 -1.67 1.88
H -4.35 -3.68 2.09
H -1.91 -3.51 1.92
H -0.07 -4.01 2.87
H 1.62 -5.66 3.53
H 4.02 -5.11 3.40
H 4.75 -2.87 2.66
H 3.09 -1.18 2.00
H 0.86 1.86 0.59
H 1.37 4.02 1.67
H 1.34 4.21 4.13
H 0.81 2.25 5.53
H 0.31 0.08 4.49
*
```

The frontier orbital gap is 5.28 eV. The relative energy (zero: lowest compared OMol25 entry of this formula, charge and spin) is 0.000 eV. For the LUMO energy, the calculation gives -11.09 eV.


ORCA calculation (the ωB97M-V functional and the def2-TZVPD basis) on a molecular structure, C28H21NO5S3TeZr in a non-equilibrium geometry.

The geometry in ORCA input format:
```
! wB97M-V def2-TZVPD RIJCOSX def2/J DEFGRID3
* xyz 2 1
Zr -0.36 -0.76 0.82
O -1.39 2.96 2.75
C -1.35 1.75 2.29
O -0.33 1.21 1.85
C -2.63 0.99 2.24
C -3.89 1.40 2.57
C -4.95 0.51 2.33
C -4.70 -0.73 1.76
C -3.38 -1.06 1.47
N -2.39 -0.22 1.72
C -2.90 -2.33 0.79
O -3.55 -3.32 0.77
O -1.67 -2.14 0.27
H -0.50 3.36 2.74
H -4.06 2.39 2.99
H -5.96 0.80 2.56
H -5.49 -1.43 1.55
O 1.04 -1.26 -0.38
C 1.94 -1.66 0.71
C 1.11 -2.65 1.58
C 0.31 -2.40 2.69
C -0.56 -3.48 2.99
C -0.42 -4.50 2.11
S 0.76 -4.18 0.93
C 3.16 -2.32 0.13
C 3.22 -2.98 -1.06
C 4.51 -3.56 -1.29
C 5.36 -3.32 -0.26
S 4.63 -2.42 1.00
C 2.26 -0.36 1.46
C 2.41 0.84 0.80
C 2.86 1.88 1.64
C 3.05 1.45 2.93
S 2.71 -0.20 3.11
H 0.48 -1.58 3.39
H -1.22 -3.51 3.85
H -0.95 -5.45 2.10
H 2.39 -3.03 -1.75
H 4.78 -4.10 -2.18
H 6.39 -3.62 -0.17
H 2.26 0.93 -0.27
H 3.06 2.89 1.31
H 3.39 2.02 3.78
C -0.72 2.64 -1.42
Te -1.63 0.71 -1.37
C -0.56 0.42 -3.20
C -0.53 1.82 -3.77
C -0.42 2.02 -5.14
C -0.39 3.32 -5.64
C -0.47 4.40 -4.78
C -0.57 4.20 -3.41
C -0.60 2.91 -2.90
H 0.25 2.55 -0.93
H -1.33 3.37 -0.90
H -1.10 -0.29 -3.81
H 0.42 0.03 -2.93
H -0.37 1.18 -5.82
H -0.32 3.48 -6.71
H -0.46 5.41 -5.17
H -0.65 5.05 -2.74
*
```

The frontier orbital gap is 6.16 eV. The relative energy (zero: lowest compared OMol25 entry of this formula, charge and spin) is 1.071 eV. For the LUMO energy, the calculation gives -7.50 eV.


ORCA calculation (the ωB97M-V functional and the def2-TZVPD basis) on a molecular structure, C28H22AuBr2N3O6S.

The geometry in ORCA input format:
```
! wB97M-V def2-TZVPD RIJCOSX def2/J DEFGRID3
* xyz 0 3
Au -0.11 -1.35 -0.96
Br -4.94 3.67 1.16
C -3.90 2.45 0.16
C -4.03 1.09 0.38
C -3.25 0.20 -0.33
C -2.32 0.68 -1.26
C -2.21 2.04 -1.49
C -3.00 2.94 -0.78
N -1.48 -0.24 -1.92
C -1.29 -0.22 -3.25
C -0.39 -1.14 -3.78
C -0.18 -1.38 -5.16
C 0.65 -2.39 -5.55
C 1.28 -3.20 -4.58
C 1.07 -2.93 -3.25
N 0.29 -1.91 -2.86
H -4.74 0.73 1.12
H -3.32 -0.86 -0.16
H -1.45 2.41 -2.17
H -2.90 4.00 -0.94
H -1.89 0.44 -3.86
H -0.70 -0.76 -5.87
H 0.82 -2.58 -6.60
H 1.92 -4.02 -4.86
H 1.52 -3.51 -2.47
C 3.33 3.47 1.64
C 3.22 2.02 1.25
C 3.06 1.03 2.22
C 2.95 -0.30 1.87
C 2.99 -0.65 0.53
C 3.15 0.31 -0.46
C 3.27 1.64 -0.09
S 2.80 -2.34 0.07
O 3.29 -2.45 -1.28
O 3.33 -3.18 1.10
N 1.16 -2.56 0.07
C 0.58 -3.48 0.90
C -0.13 -5.24 -0.32
O -0.05 -6.10 0.47
O -0.41 -4.69 -1.32
H 2.92 3.64 2.63
H 2.79 4.10 0.93
H 4.37 3.79 1.64
H 3.02 1.31 3.27
H 2.84 -1.07 2.62
H 3.20 0.01 -1.50
H 3.39 2.40 -0.85
H -0.44 -3.28 1.19
H 1.23 -3.99 1.60
Br -2.50 -1.36 3.09
C -2.00 0.47 3.18
C -2.59 1.18 4.22
C -2.32 2.52 4.40
C -1.45 3.17 3.54
C -0.86 2.46 2.51
C -1.12 1.11 2.30
C -0.48 0.53 1.07
O 0.19 1.23 0.34
O -0.71 -0.74 0.84
H -3.27 0.66 4.89
H -2.80 3.06 5.21
H -1.23 4.22 3.67
H -0.19 2.95 1.81
*
```

Its expectation value of S² is 2.0191. The frontier orbital gap (alpha / beta) is 6.07 / 7.84 eV. The relative energy (zero: lowest compared OMol25 entry of this formula, charge and spin) is 0.000 eV. For the LUMO energy (alpha / beta), the calculation gives -0.87 / -1.13 eV.


ORCA calculation (the ωB97M-V functional and the def2-TZVPD basis) on a molecular structure, C28H22BrFeNPSbSe4.

The geometry in ORCA input format:
```
! wB97M-V def2-TZVPD RIJCOSX def2/J DEFGRID3
* xyz -2 1
Fe -0.03 0.78 1.93
N -0.57 -1.08 2.62
C -0.71 -2.12 1.65
C -1.50 -3.24 1.90
C -1.65 -4.20 0.91
C -1.02 -4.06 -0.32
C -0.23 -2.95 -0.55
C -0.07 -1.97 0.43
P 0.84 -0.40 0.26
C 2.61 -0.88 0.19
C 3.06 -2.16 -0.14
C 4.42 -2.43 -0.19
C 5.34 -1.43 0.09
C 4.90 -0.16 0.42
C 3.54 0.11 0.48
C 0.56 0.04 -1.50
C -0.72 -0.06 -2.05
C -0.98 0.39 -3.33
C 0.03 0.96 -4.09
C 1.31 1.08 -3.56
C 1.57 0.62 -2.27
H -1.36 -1.03 3.26
H 0.23 -1.26 3.24
H -1.99 -3.34 2.86
H -2.27 -5.07 1.10
H -1.15 -4.81 -1.09
H 0.24 -2.81 -1.52
H 2.35 -2.95 -0.34
H 4.76 -3.43 -0.43
H 6.41 -1.65 0.06
H 5.61 0.62 0.67
H 3.20 1.09 0.79
H -1.53 -0.48 -1.46
H -1.99 0.32 -3.73
H -0.18 1.33 -5.09
H 2.10 1.53 -4.14
H 2.57 0.71 -1.87
Se 1.28 2.42 7.07
Sb 0.48 0.92 5.34
Se 2.06 0.63 3.39
Se -1.30 1.81 3.81
Se -0.17 -1.33 6.07
Br 0.71 2.99 1.03
C -0.72 3.14 -0.20
C -0.73 4.17 -1.10
C -1.82 4.30 -1.98
C -2.86 3.42 -1.91
C -2.86 2.35 -0.98
C -3.93 1.43 -0.92
C -3.89 0.42 0.00
C -2.78 0.25 0.85
C -1.66 1.07 0.83
C -1.75 2.17 -0.10
H 0.09 4.88 -1.12
H -1.84 5.12 -2.70
H -3.71 3.52 -2.58
H -4.77 1.55 -1.59
H -4.72 -0.28 0.06
H -2.82 -0.57 1.55
*
```

The frontier orbital gap is 5.29 eV. The relative energy (zero: lowest compared OMol25 entry of this formula, charge and spin) is 0.000 eV. For the LUMO energy, the calculation gives 4.09 eV.


ORCA calculation (the ωB97M-V functional and the def2-TZVPD basis) on a molecular structure, C28H22Cl2IrN5O6S in a non-equilibrium geometry.

The geometry in ORCA input format:
```
! wB97M-V def2-TZVPD RIJCOSX def2/J DEFGRID3
* xyz 1 6
Ir 1.19 0.63 0.35
Cl -1.00 7.10 -0.36
C -0.03 5.73 -0.20
C -0.65 4.49 0.16
C 0.23 3.41 0.27
N -0.25 2.13 0.58
C -1.43 1.81 1.24
O -2.32 2.59 1.48
C -1.56 0.37 1.61
C -2.75 -0.13 2.07
C -2.77 -1.50 2.29
C -1.66 -2.31 2.04
C -0.47 -1.72 1.72
N -0.44 -0.41 1.37
C 1.67 3.62 0.24
C 2.23 4.80 -0.10
C 1.39 5.83 -0.43
Cl 2.00 7.25 -1.07
N 2.38 2.48 0.61
C 3.62 2.42 1.18
O 4.21 3.36 1.69
C 4.14 1.03 1.33
C 5.42 0.77 1.72
C 5.81 -0.53 1.91
C 4.94 -1.60 1.75
C 3.65 -1.23 1.39
N 3.26 0.04 1.14
H -1.68 4.40 0.28
H -3.60 0.49 2.04
H -3.74 -1.91 2.65
H -1.69 -3.40 2.24
H 0.53 -2.24 1.53
H 3.26 5.02 -0.18
H 6.10 1.59 1.86
H 6.88 -0.75 2.12
H 5.25 -2.64 1.91
H 2.93 -1.98 1.28
C -5.41 0.43 -0.20
C -4.43 -0.58 -0.67
C -4.73 -1.94 -0.77
C -3.75 -2.83 -1.22
C -2.51 -2.33 -1.56
C -2.19 -1.02 -1.31
C -3.17 -0.14 -0.96
S -1.24 -3.61 -1.73
O -1.81 -4.81 -2.27
O -0.61 -3.63 -0.44
N -0.13 -2.98 -2.73
C 1.31 -3.26 -2.52
C 2.11 -1.98 -2.68
C 1.64 -1.04 -1.58
O 1.25 0.15 -1.78
O 1.73 -1.49 -0.37
H -6.05 0.07 0.66
H -6.06 0.85 -0.93
H -4.86 1.31 0.10
H -5.69 -2.24 -0.49
H -4.01 -3.89 -1.24
H -1.20 -0.60 -1.53
H -2.89 0.93 -0.78
H -0.43 -3.00 -3.72
H 1.63 -4.05 -3.22
H 1.45 -3.58 -1.51
H 1.80 -1.57 -3.62
H 3.19 -2.19 -2.67
*
```

Its expectation value of S² is 8.7796. The frontier orbital gap (alpha / beta) is 7.30 / 5.65 eV. The relative energy (zero: lowest compared OMol25 entry of this formula, charge and spin) is 0.000 eV. For the LUMO energy (alpha / beta), the calculation gives -3.25 / -6.16 eV.


Please write out number 1 again, unchanged.
ORCA calculation (the ωB97M-V functional and the def2-TZVPD basis) on a molecular structure, C28H21F12IrN2O4S5.

The geometry in ORCA input format:
```
! wB97M-V def2-TZVPD RIJCOSX def2/J DEFGRID3
* xyz -1 6
Ir -0.20 0.48 0.95
C -0.49 4.36 -4.46
C -0.05 3.26 -3.53
C 1.22 3.25 -2.96
C 1.59 2.23 -2.10
C 0.70 1.21 -1.78
N 1.10 0.25 -0.82
C 2.14 -0.57 -1.11
C 2.67 -0.59 -2.43
C 3.76 -1.36 -2.77
C 4.38 -2.15 -1.82
C 5.58 -3.00 -2.14
C 3.83 -2.18 -0.54
C 2.72 -1.45 -0.15
C 2.19 -1.61 1.29
O 0.92 -1.24 1.52
C 3.15 -0.82 2.23
F 4.46 -1.15 2.10
F 2.84 -1.00 3.52
F 3.07 0.49 1.96
C 2.22 -3.13 1.70
F 1.49 -3.36 2.79
F 3.45 -3.63 1.97
F 1.71 -3.89 0.71
C -0.60 1.21 -2.32
C -0.93 2.23 -3.20
C -1.59 0.09 -1.92
O -1.47 -0.34 -0.64
C -1.37 -1.11 -2.88
F -2.26 -2.10 -2.67
F -1.47 -0.77 -4.18
F -0.15 -1.64 -2.71
C -3.06 0.58 -2.07
F -3.93 -0.30 -1.54
F -3.48 0.77 -3.35
F -3.24 1.74 -1.42
H 0.35 5.01 -4.72
H -1.26 4.98 -3.99
H -0.90 3.96 -5.38
H 1.92 4.04 -3.18
H 2.56 2.23 -1.63
H 2.18 0.00 -3.19
H 4.13 -1.34 -3.79
H 5.96 -2.78 -3.14
H 5.33 -4.06 -2.10
H 6.38 -2.83 -1.43
H 4.30 -2.83 0.19
H -1.91 2.25 -3.64
S 0.16 6.24 5.68
C 0.14 4.95 4.65
S 0.30 5.09 2.94
C 0.23 3.40 2.52
C 0.11 2.52 3.61
S 0.09 0.86 3.53
S 0.02 3.32 5.17
S 0.31 2.94 0.91
O -4.65 1.05 1.87
C -3.42 0.57 1.71
O -2.46 1.31 1.61
C -3.33 -0.94 1.66
N -4.67 -1.52 1.90
C -4.60 -2.22 3.20
C -3.16 -2.69 3.32
C -2.37 -1.53 2.73
H -2.98 -1.16 0.66
H -4.87 -2.19 1.17
H -5.22 0.24 1.87
H -5.35 -3.01 3.24
H -4.83 -1.50 3.99
H -3.01 -3.60 2.73
H -2.87 -2.92 4.35
H -1.42 -1.84 2.29
H -2.14 -0.78 3.50
*
```

Its expectation value of S² is 8.8176. The frontier orbital gap (alpha / beta) is 6.44 / 5.48 eV. For the LUMO energy (alpha / beta), the calculation gives 2.34 / 0.51 eV.